1.
Formula: C7H10N4S
Source: OMol25
Level of theory: ωB97M-V with the def2-TZVPD basis set

Element x y z (Å)
C 1.13830 1.43138 2.80477
C 2.41698 0.79403 1.17247
C 0.34100 1.08825 1.78654
C 0.64220 0.42874 -0.61308
C -0.53854 -0.05037 -0.82472
C 1.81292 0.54657 -1.62371
C -1.20669 -0.47148 -2.05800
N 2.43502 1.14477 2.42362
N -1.17489 -0.22391 3.23377
N 1.11546 0.69329 0.70733
N -2.25582 -0.84989 3.71230
S -1.31963 0.69399 1.87408
H 1.02331 1.56514 3.81460
H 3.31006 0.33156 0.87217
H 1.36595 0.20332 -2.61853
H 2.55156 -0.18687 -1.33843
H 2.01819 1.55501 -1.73847
H -2.14969 0.01571 -2.15785
H -1.38071 -1.60664 -2.18472
H -0.64679 -0.10337 -2.92664
H -3.13299 -0.90148 3.22472
H -2.02288 -1.58393 4.32593

Computed properties:
E_HOMO (alpha / beta) in eV: -8.10 / -6.98
Energy above the lowest of the compared OMol25 structures with the same formula, charge and spin in eV: 4.085
Charge: 0
LUMO (alpha / beta) in eV: 0.6 / -0.2

***

2.
Formula: C7H10N5
Source: OMol25
Level of theory: ωB97M-V with the def2-TZVPD basis set

Element x y z (Å)
C 2.22210 0.92343 -0.47152
C 1.39535 1.63812 -1.39890
C 1.89216 -0.19031 0.25880
C 0.08220 1.17213 -1.55367
C 0.46951 -0.57342 0.20402
C -0.37468 0.12672 -0.77351
C -0.19409 -0.38196 1.63779
N -3.31382 2.66069 0.89178
N -3.24807 -1.86007 -0.74837
N -2.09082 -1.48325 -0.48814
N -2.76044 2.01618 0.17174
N -1.60312 -0.36224 -1.11100
H 3.19719 1.39758 -0.46691
H 1.83767 2.40153 -1.93918
H 2.51587 -0.38082 1.07639
H -0.76640 1.59498 -2.09717
H 0.23084 -1.62635 -0.14908
H 0.09606 -0.79749 2.59149
H -1.22835 -0.43329 1.46449
H -0.00425 0.74171 1.70158
H -3.41492 -2.64594 -0.10542
H -2.18528 0.14155 -1.72043

Computed properties:
E_HOMO (alpha / beta) in eV: -13.56 / -13.56
Energy above the lowest of the compared OMol25 structures with the same formula, charge and spin in eV: 2.860
Charge: +1
LUMO (alpha / beta) in eV: -5.8 / -5.8

***

3.
Formula: C7H10NO
Source: OMol25
Level of theory: ωB97M-V with the def2-TZVPD basis set

Element x y z (Å)
C -0.35695 1.79849 -3.02209
C 0.46154 0.88329 -2.89791
C 1.09386 -0.08058 -2.16500
C 0.59334 -1.48345 1.01803
C -0.24064 -0.85583 1.99700
C -0.45714 -0.53861 0.47479
C -0.02029 0.78358 0.24690
N -0.58729 1.78797 -0.28963
O 1.72884 -1.13033 -2.53186
H -0.93853 2.49482 -3.54624
H 1.53039 -1.16254 0.90973
H 0.57854 -2.53121 0.86174
H -0.89702 -1.38886 2.56341
H 0.16258 -0.08400 2.61062
H -1.35412 -1.02642 -0.02717
H 1.03132 0.91653 0.61767
H 2.34775 -1.55713 -1.76888
H -0.09639 2.71624 -0.49634
H -1.48908 1.89300 -0.57410

Computed properties:
E_HOMO in eV: -12.05
Energy above the lowest of the compared OMol25 structures with the same formula, charge and spin in eV: 6.091
Charge: +1
LUMO in eV: -4.3

***

4.
Formula: C7H10NO2
Source: OMol25
Level of theory: ωB97M-V with the def2-TZVPD basis set

Element x y z (Å)
N 1.65914 -2.29295 -0.78554
C 0.58365 -1.21872 -1.23855
O 0.75254 -0.89310 -2.49548
O 0.91523 -0.16154 -0.21956
C -0.08351 0.67849 0.37109
C -1.27403 0.89432 -0.32437
C -2.19578 1.69809 0.42747
C -1.81564 2.37590 1.54011
C -0.53025 2.18676 2.11694
C 0.27090 1.22444 1.61081
H 2.31968 -2.58701 -1.46528
H 1.24379 -3.22499 -0.49586
H 1.98110 -1.77446 0.10723
H -0.45122 -1.62136 -1.12578
H 1.26349 -0.03279 -2.67715
H -1.55342 0.39882 -1.12464
H -3.29723 1.66386 0.23550
H -2.58197 2.88670 2.08688
H -0.16748 2.75489 2.97086
H 1.26893 1.06951 1.98766

Computed properties:
E_HOMO in eV: -12.38
Energy above the lowest of the compared OMol25 structures with the same formula, charge and spin in eV: 0.884
Charge: +1
LUMO in eV: -3.5

***

5.
Formula: C7H10NO3S
Source: OMol25
Level of theory: ωB97M-V with the def2-TZVPD basis set

Element x y z (Å)
C -0.40949 -1.96929 1.20588
C 0.31559 -0.38323 -2.00310
C 2.54230 -0.69835 0.25203
C -0.08512 -0.30155 -0.62933
C -2.21060 1.04977 0.03355
C -0.00537 1.54210 1.08885
C -0.70010 1.02452 -0.14951
N -0.40956 -1.45437 0.09339
O 0.74671 -1.66657 -2.41419
O -0.70405 -2.78175 2.02054
O 0.53655 0.58428 -2.69563
S 2.07627 -1.79453 1.40041
H 2.66388 -1.00283 -0.81438
H 2.49219 0.42021 0.34695
H -2.81523 0.56183 -0.79079
H -2.73855 1.97795 0.11529
H -2.51884 0.44797 0.91389
H -0.37857 2.42463 1.62708
H 1.09941 1.69824 0.99171
H 0.22388 0.73847 1.89505
H -0.37485 1.81221 -0.91244
H 0.65355 -2.22973 -1.57528

Computed properties:
E_HOMO (alpha / beta) in eV: -3.42 / -3.42
Energy above the lowest of the compared OMol25 structures with the same formula, charge and spin in eV: 2.178
Charge: -1
LUMO (alpha / beta) in eV: 3.4 / 3.4

***

6.
Formula: C7H10NP
Source: OMol25
Level of theory: ωB97M-V with the def2-TZVPD basis set

Element x y z (Å)
H 3.87820 0.84091 -0.92813
N 2.99593 0.42267 -0.90567
P 2.52780 -0.22142 0.43269
C 0.71583 -0.19420 0.17029
C 0.15587 -1.31627 -0.90819
C -1.14784 -1.29281 -0.66913
C -1.54407 -0.37109 0.44664
C -1.32587 1.04336 -0.04857
C 0.15928 1.30446 -0.15581
C -0.26813 -0.56227 1.37755
H 0.86642 -1.90824 -1.64255
H -1.94563 -1.93343 -1.08193
H -2.48289 -0.66022 0.86439
H -1.79330 1.78045 0.62679
H -1.64294 1.07996 -1.08078
H 0.71576 1.60778 -1.10027
H 0.55390 1.88396 0.63076
H -0.35317 0.08636 2.21250
H -0.06514 -1.58997 1.75941

Computed properties:
E_HOMO in eV: -8.64
Energy above the lowest of the compared OMol25 structures with the same formula, charge and spin in eV: 1.352
Charge: 0
LUMO in eV: -0.1

***

7.
Formula: C7H10NS2
Source: OMol25
Level of theory: ωB97M-V with the def2-TZVPD basis set

Element x y z (Å)
C 1.74646 -1.52682 1.95534
C 2.61488 -2.49768 2.36228
C 0.78691 -1.86232 1.01379
C -2.07789 2.15057 -1.11351
C -0.82876 1.73315 -1.90663
C -1.58166 1.77906 0.21874
C -0.24469 0.47231 -1.10789
N -0.81256 0.76902 0.18493
S 2.53633 -3.87285 1.36672
S 0.86335 -3.43134 0.34414
H 1.91910 -0.51015 2.15187
H 3.61171 -2.20590 2.78067
H -2.39598 3.22024 -1.40142
H -2.94299 1.44529 -1.22152
H -1.05143 1.34869 -2.96170
H 0.06352 2.29532 -1.91453
H -2.30653 2.04116 1.09827
H 0.06544 -1.05295 0.57364
H -0.72266 -0.44717 -1.49434
H 0.75745 0.15237 -0.92886

Computed properties:
E_HOMO in eV: -12.59
Energy above the lowest of the compared OMol25 structures with the same formula, charge and spin in eV: 0.315
Charge: +1
LUMO in eV: -5.8

***

8.
Formula: C7H10O
Source: OMol25
Level of theory: ωB97M-V with the def2-TZVPD basis set

Element x y z (Å)
C 1.57368 -1.02950 0.17412
C 1.62188 0.24147 -0.41088
C 0.35966 1.01650 -0.09131
C -0.62168 0.58722 -1.17411
C -1.29028 -0.65463 -0.58001
C -0.70284 -0.72525 0.89922
C -0.24405 0.59990 1.20917
O 0.49004 -1.50805 0.92795
H 2.47899 -1.55865 0.04764
H 2.51773 0.60503 -0.97448
H 0.45602 2.11428 -0.01596
H -1.35731 1.40205 -1.43560
H -0.12616 0.32137 -2.12636
H -1.17431 -1.58327 -1.13216
H -2.37396 -0.60966 -0.47299
H -1.34942 -1.13310 1.72737
H 0.64747 0.54219 1.85207
H -0.90547 1.37210 1.57634

Computed properties:
E_HOMO in eV: -8.29
Energy above the lowest of the compared OMol25 structures with the same formula, charge and spin in eV: 1.782
Charge: 0
LUMO in eV: 1.0